The following is a quantum chemistry calculation of a cluster of 2 separate species, C4H8N3S in total, from the OMol25 dataset.

DFT total energy: -719.2708 Ha
LUMO energy: -4.01 eV
charge: +1
gap between HOMO and LUMO: 8.37 eV
HOMO: -12.38 eV

```
16
C4H8N3S (the ωB97M-V functional and the def2-TZVPD basis)
C 2.6208 -0.6166 -0.5479
C 1.4586 -0.5614 0.1658
C 0.9357 0.7301 -0.0182
C -1.4268 1.5778 1.5912
N 3.1104 0.5406 -1.0460
N 0.6735 -1.5183 0.7286
N -2.1426 1.9333 0.5388
S 2.1165 1.8250 -0.7996
H 3.3403 -1.4042 -0.5712
H -2.0161 1.8759 2.5738
H 0.0497 1.2076 0.4264
H 0.8672 -2.4839 0.4728
H 0.7234 -1.5880 1.7410
H -0.3791 -1.3661 0.5012
H -1.6755 1.6601 -0.3215
H -3.1727 2.1590 0.5732
```